{"formula": "C36H43NO11", "method": "wB97M-V/def2-TZVPD", "smiles": "O=C1C=CC(=O)c2c(CCCNCc3ccccc3O)cccc21.O=C1CCCO1.O=C1CCCO1.O=C1CCCO1.O=C1CCCO1", "total_charge": 0, "homo_lumo_gap_ha": 0.28931, "species": ["O", "C", "C", "C", "C", "O", "C", "C", "C", "C", "C", "N", "C", "C", "C", "C", "C", "C", "C", "O", "C", "C", "C", "C", "H", "H", "H", "H", "H", "H", "H", "H", "H", "H", "H", "H", "H", "H", "H", "H", "H", "H", "H", "O", "C", "O", "C", "C", "C", "H", "H", "H", "H", "H", "H", "O", "C", "O", "C", "C", "C", "H", "H", "H", "H", "H", "H", "O", "C", "O", "C", "C", "C", "H", "H", "H", "H", "H", "H", "O", "C", "O", "C", "C", "C", "H", "H", "H", "H", "H", "H"], "positions_angstrom": [[6.50000, -1.55898, 0.23539], [5.43385, -1.27047, 0.74021], [5.13347, -1.60343, 2.14208], [4.20942, -0.90686, 2.80288], [3.49298, 0.22336, 2.14848], [3.06773, 1.14449, 2.81489], [3.36316, 0.14867, 0.66993], [2.31388, 0.76366, -0.03531], [1.15995, 1.44637, 0.66338], [-0.14677, 1.51957, -0.13777], [-1.38674, 1.26718, 0.73095], [-2.52300, 2.09144, 0.33947], [-3.33720, 1.53384, -0.73325], [-4.01920, 0.22395, -0.39654], [-5.10660, 0.20937, 0.47850], [-5.76657, -0.96645, 0.81894], [-5.33192, -2.17272, 0.27706], [-4.24262, -2.18885, -0.58714], [-3.59878, -0.99995, -0.92480], [-2.50230, -1.00949, -1.76536], [2.35438, 0.68707, -1.43332], [3.34765, -0.02335, -2.10427], [4.35098, -0.66656, -1.39805], [4.35781, -0.57478, -0.01335], [5.66818, -2.40371, 2.63456], [3.96265, -1.07687, 3.84241], [0.96847, 0.89978, 1.58956], [1.47943, 2.43864, 0.98367], [-0.12519, 0.76772, -0.92709], [-0.25938, 2.48855, -0.62013], [-1.16163, 1.47343, 1.77904], [-1.63071, 0.19819, 0.67349], [-3.08872, 2.32380, 1.14247], [-4.10269, 2.26634, -0.99404], [-2.70184, 1.40165, -1.60681], [-5.47188, 1.14728, 0.88379], [-6.61214, -0.93983, 1.49267], [-5.82791, -3.10119, 0.52736], [-3.88570, -3.12525, -1.00064], [-2.62662, -1.70502, -2.41813], [1.58375, 1.18718, -2.00437], [3.30837, -0.06907, -3.18440], [5.11356, -1.23851, -1.90782], [-7.50400, 3.33312, 0.64787], [-7.22836, 3.56649, 1.78613], [-7.66690, 2.79650, 2.81163], [-7.25414, 3.35335, 4.07125], [-6.04449, 4.22378, 3.74761], [-6.37207, 4.69547, 2.33138], [-8.08527, 3.93415, 4.47684], [-7.03339, 2.53192, 4.74795], [-5.89587, 5.02661, 4.46622], [-5.14293, 3.60970, 3.73418], [-6.97327, 5.60605, 2.32609], [-5.49934, 4.84239, 1.70147], [0.33363, 3.81145, -3.03547], [1.16774, 4.40628, -2.41920], [1.89001, 3.81702, -1.43830], [2.76696, 4.76676, -0.80928], [2.94443, 5.88143, -1.83515], [1.60021, 5.85294, -2.56326], [2.28714, 5.11808, 0.10685], [3.69055, 4.25452, -0.55115], [3.18953, 6.83865, -1.38057], [3.74478, 5.61932, -2.52813], [0.84976, 6.47750, -2.07561], [1.65772, 6.12441, -3.61325], [3.12576, -6.13719, 3.40531], [3.78630, -5.90111, 2.43693], [3.99196, -4.63865, 1.99432], [4.75272, -4.66213, 0.76154], [5.47532, -6.00378, 0.76116], [4.49056, -6.88606, 1.52347], [4.05420, -4.57196, -0.07214], [5.42951, -3.81688, 0.75413], [5.70974, -6.35139, -0.24226], [6.40886, -5.92555, 1.32083], [3.73883, -7.32855, 0.86774], [4.95733, -7.67214, 2.11012], [2.35445, -4.34540, -1.80611], [1.43592, -3.82567, -2.37047], [1.55623, -2.64154, -3.00931], [0.28256, -2.21090, -3.52241], [-0.54789, -3.48494, -3.64280], [0.01010, -4.32752, -2.49626], [-0.14673, -1.49973, -2.81230], [0.45241, -1.70724, -4.47066], [-1.61876, -3.29930, -3.58403], [-0.34150, -3.97303, -4.59596], [-0.49781, -4.13038, -1.55030], [0.00387, -5.39697, -2.68522]]}